*w*
C4H16NO2 | ωB97M-V with the def2-TZVPD basis set

Its orbital gap is 12.12 eV. The HOMO energy is -15.1 eV. As for the charge: +1. For the LUMO energy, the calculation gives -2.94 eV.

CARTESIAN COORDINATES (ANGSTROEM)
C -0.5606 -2.0278 1.4859
C -0.9015 -0.7792 0.6614
N 0.2997 -0.2072 -0.0249
C 0.3897 -0.5755 -1.4989
C 1.6547 -0.0825 -2.1345
H 0.5190 -2.2066 1.5016
H -1.1208 -2.8655 1.1181
H -0.7647 -1.8126 2.5372
H -1.7169 -0.9278 -0.0478
H -1.3026 0.0336 1.1981
H 1.1247 -0.5187 0.4824
H 0.2491 0.8138 -0.0020
H -0.5131 -0.1201 -1.8855
H 0.3917 -1.6617 -1.5324
H 2.5462 -0.6531 -1.8526
H 1.6223 -0.1095 -3.2241
H 1.9760 0.9297 -1.8614
H 1.6573 2.7571 0.3373
H 2.1649 1.9648 1.5814
O 1.3846 2.2935 1.1317
H -2.7793 2.4309 0.1285
H -3.4629 1.7354 1.3164
O -2.8576 1.5890 0.5842

=====

*x*
C4H16NO2 | ωB97M-V with the def2-TZVPD basis set

Its orbital gap is 12.56 eV. The HOMO energy is -15.2 eV. As for the charge: +1. For the LUMO energy, the calculation gives -2.61 eV.

CARTESIAN COORDINATES (ANGSTROEM)
C -0.2504 1.4251 2.5936
C -0.7763 1.1156 1.1946
N -0.4399 -0.3023 0.7917
C -1.4451 -0.9662 -0.1217
C -1.4179 -2.4741 0.0942
H -0.5004 2.4656 2.7973
H -0.7340 0.8473 3.3804
H 0.8288 1.2684 2.6413
H -0.2739 1.7749 0.5011
H -1.8514 1.2226 1.1359
H 0.4805 -0.3265 0.3171
H -0.3842 -0.8329 1.6665
H -2.4117 -0.4778 0.0001
H -1.0620 -0.8033 -1.1246
H -0.3897 -2.8040 0.2352
H -1.8437 -3.0064 -0.7607
H -1.9930 -2.8038 0.9547
H 1.4100 0.7063 -4.1646
H 1.9428 1.9725 -3.5733
O 1.5013 1.1550 -3.3138
H 1.8753 0.2916 -1.2730
H 2.9430 -0.4531 -0.3671
O 2.0473 -0.1108 -0.4064

=====

*y*
C4H16NO2 | ωB97M-V with the def2-TZVPD basis set

Its orbital gap is 12.26 eV. The HOMO energy is -15.2 eV. As for the charge: +1. For the LUMO energy, the calculation gives -2.95 eV.

CARTESIAN COORDINATES (ANGSTROEM)
C 0.9480 -1.5691 0.4521
C -0.2458 -1.1290 -0.3762
C -1.5449 -1.7642 -0.0154
C -2.6239 -1.4898 -1.0733
N -0.3932 0.3711 -0.2409
H 1.4032 -2.4307 -0.0414
H 0.7012 -1.7987 1.4871
H 1.8354 -0.9370 0.3372
H 0.0143 -1.1436 -1.4319
H -1.4329 -2.8524 0.0022
H -1.8650 -1.4872 0.9757
H -2.2085 -1.2544 -2.0724
H -3.1148 -2.3990 -1.4185
H -3.3308 -0.6992 -0.8458
H 0.4706 0.9211 -0.0781
H -0.8688 0.8080 -1.0286
H -0.7610 0.7198 0.6592
H 1.6431 3.2773 -0.9251
H 2.6869 2.0375 -0.9528
O 1.7927 2.3479 -0.7403
H 1.0087 2.3167 2.6723
H 1.9725 2.7831 1.6913
O 1.3663 2.0403 1.8111

=====

Winner for stability: *x*

=====

*w*
CH3NSSi | ωB97M-V with the def2-TZVPD basis set

Its orbital gap is 10.90 eV. The HOMO energy is -10.7 eV. As for the charge: 0. For the LUMO energy, the calculation gives 0.24 eV.

CARTESIAN COORDINATES (ANGSTROEM)
N 0.6223 0.3419 2.6945
C 0.4148 0.3157 1.5838
Si 0.0482 0.2969 -0.2661
S -1.4646 -0.8329 -1.2126
H 1.2695 0.0334 -1.0071
H -0.2910 1.6103 -0.5143
H -0.5993 -1.7653 -1.2782

=====

*x*
CH3NSSi | ωB97M-V with the def2-TZVPD basis set

Its orbital gap is 10.36 eV. The HOMO energy is -9.8 eV. As for the charge: 0. For the LUMO energy, the calculation gives 0.60 eV.

CARTESIAN COORDINATES (ANGSTROEM)
C 1.4340 2.6275 0.4860
N 1.1342 2.1807 -0.6056
Si 0.2606 0.6851 -0.3159
S 1.9728 2.8733 1.9093
H -1.1482 1.1526 0.1259
H 1.0291 -0.2176 0.5157
H 0.2059 0.2127 -1.6969

=====

Winner for stability: *w*

=====

*w*
C2H2N2O | ωB97M-V with the def2-TZVPD basis set

Its orbital gap is 11.15 eV. The HOMO energy is -10.9 eV. As for the charge: 0. For the LUMO energy, the calculation gives 0.25 eV.

CARTESIAN COORDINATES (ANGSTROEM)
C -1.2867 0.3109 -0.0756
C 0.0809 0.1428 -0.2954
N -2.3915 0.4639 0.1097
N 0.6765 -0.6076 0.7546
O 0.4609 -1.0780 -0.5701
H 0.8676 1.2162 -0.8909
H 1.5923 -0.4483 0.9677

=====

*x*
C2H2N2O | ωB97M-V with the def2-TZVPD basis set

Its orbital gap is 11.94 eV. The HOMO energy is -11.2 eV. As for the charge: 0. For the LUMO energy, the calculation gives 0.74 eV.

CARTESIAN COORDINATES (ANGSTROEM)
N -0.0483 1.1977 0.4081
C -0.4589 1.0101 -0.7294
O -0.8246 0.7207 -1.7973
H -0.0612 2.1243 0.8047
C 0.4743 -1.6835 0.4651
N 0.1324 -1.9839 -0.5954
H 0.7862 -1.3856 1.4443

=====

*y*
C2H2N2O | ωB97M-V with the def2-TZVPD basis set

Its orbital gap is 10.82 eV. The HOMO energy is -10.9 eV. As for the charge: 0. For the LUMO energy, the calculation gives -0.10 eV.

CARTESIAN COORDINATES (ANGSTROEM)
C 1.2616 -0.2269 0.9998
C 0.7190 0.3893 -0.0646
N 1.6373 -0.7338 1.9665
N 0.1913 0.9888 -0.8733
O -0.2841 1.5695 -1.8058
H -2.1344 -0.9705 0.0530
H -1.3908 -1.0164 -0.2755

=====

Winner for stability: *x*

=====

*w*
BrH3O3Si | ωB97M-V with the def2-TZVPD basis set

Its orbital gap is 9.18 eV. The HOMO energy is -9.4 eV. As for the charge: 0. For the LUMO energy, the calculation gives -0.24 eV.

CARTESIAN COORDINATES (ANGSTROEM)
O -1.0541 1.6310 -0.1377
O -0.0633 -0.9509 1.6327
O 0.1330 -1.1272 -1.2716
Si 0.3577 -0.4122 0.1554
Br 2.3601 0.3710 0.3801
H -0.4580 2.1812 -0.6636
H -0.9161 -0.7894 2.0623
H -0.3593 -0.9036 -2.1575

=====

*x*
BrH3O3Si | ωB97M-V with the def2-TZVPD basis set

Its orbital gap is 10.25 eV. The HOMO energy is -10.6 eV. As for the charge: 0. For the LUMO energy, the calculation gives -0.34 eV.

CARTESIAN COORDINATES (ANGSTROEM)
O 0.8901 1.9685 -0.3515
Si 1.3189 0.5961 0.0492
O 2.6352 -0.0496 -0.6031
O 0.6145 -0.3477 1.1135
H 2.4934 -1.0455 -0.4717
H 0.3153 -0.0864 1.9950
Br -4.3265 -0.1335 -0.2959
H -3.9408 -0.9019 -1.4355

=====

Winner for stability: *x*

=====

*w*
C2H5NS2 | ωB97M-V with the def2-TZVPD basis set

Its orbital gap is 9.45 eV. The HOMO energy is -8.9 eV. As for the charge: 0. For the LUMO energy, the calculation gives 0.57 eV.

CARTESIAN COORDINATES (ANGSTROEM)
C -1.5528 -0.0937 -0.0951
N -0.3878 0.4154 -0.6834
S 0.4684 1.7232 0.1557
C 0.9716 0.0117 0.3501
S 2.5252 -0.7151 -0.0043
H -1.5590 0.2360 0.9483
H -2.5608 0.2224 -0.4937
H -1.4381 -1.1022 -0.1810
H 0.4668 -0.5861 1.1004
H 3.0663 -0.1118 -1.0972

=====

*x*
C2H5NS2 | ωB97M-V with the def2-TZVPD basis set

Its orbital gap is 9.07 eV. The HOMO energy is -8.5 eV. As for the charge: 0. For the LUMO energy, the calculation gives 0.53 eV.

CARTESIAN COORDINATES (ANGSTROEM)
C -1.8147 -0.1734 -0.2137
S -0.6330 0.4726 1.0536
N 0.7870 0.5191 0.0879
C 1.8071 -0.2747 0.3683
S 3.2402 -0.1182 -0.3853
H -2.8022 0.3106 0.0803
H -1.8363 -1.2315 -0.3977
H -1.2547 0.3320 -1.0937
H 0.8263 1.0522 -0.7318
H 1.6804 -0.8887 1.2319

=====

Winner for stability: *x*

=====

*w*
CH3NO4 | ωB97M-V with the def2-TZVPD basis set

Its orbital gap is 10.43 eV. The HOMO energy is -10.0 eV. As for the charge: 0. For the LUMO energy, the calculation gives 0.46 eV.

CARTESIAN COORDINATES (ANGSTROEM)
N 0.3578 0.9215 1.6483
O -0.2847 -0.2063 1.0859
C 0.0355 -0.0282 -0.3468
O 0.7585 0.7869 -0.7537
O -0.6845 -0.9762 -1.0087
O -0.2930 -1.0961 -2.3600
H -0.0354 1.1705 2.6385
H 1.3078 0.7910 2.0134
H -1.1620 -1.3630 -2.9169

=====

*x*
CH3NO4 | ωB97M-V with the def2-TZVPD basis set

Its orbital gap (alpha / beta) is 8.69 / 8.69 eV. The HOMO energy (alpha / beta) is -8.6 / -8.6 eV. As for the charge: 0. For the LUMO energy (alpha / beta), the calculation gives 0.07 / 0.07 eV.

CARTESIAN COORDINATES (ANGSTROEM)
C 0.1950 -0.4989 0.6747
N -0.0698 -0.5643 -0.5831
O 0.3450 -1.0624 1.6658
O 0.5087 -1.5730 -1.4195
O -0.1002 2.1703 0.3973
O -0.7730 1.2433 1.0489
H -0.4146 0.2148 -1.0976
H -0.2089 -2.2079 -1.7537
H 0.5178 2.2781 1.0673

=====

Winner for stability: *w*